{"formula": "C44H63BrN6OP2Rb", "method": "ωB97M-V/def2-TZVPD", "species": ["Rb", "C", "C", "C", "P", "C", "C", "C", "C", "C", "C", "C", "C", "C", "N", "C", "C", "C", "C", "C", "C", "P", "C", "C", "C", "C", "C", "C", "H", "H", "H", "H", "H", "H", "H", "H", "H", "H", "H", "H", "H", "H", "H", "H", "H", "H", "H", "H", "H", "H", "H", "H", "H", "H", "H", "H", "H", "H", "H", "H", "H", "H", "H", "H", "C", "C", "C", "C", "C", "Br", "N", "C", "H", "H", "H", "H", "H", "H", "O", "N", "C", "C", "C", "C", "C", "H", "H", "H", "H", "H", "C", "N", "C", "C", "C", "C", "C", "C", "C", "C", "H", "H", "H", "H", "H", "H", "H", "H", "H", "H", "H", "H", "N", "N", "H", "H", "H", "H"], "coordinates": [[-11.999521, -18.073656, 5.543190], [-9.297845, -15.672244, 9.223802], [-10.072191, -16.488719, 8.129517], [-11.234471, -17.173145, 8.944765], [-9.096282, -17.702755, 7.129409], [-7.703786, -18.451917, 8.454154], [-6.432961, -17.765626, 8.285746], [-7.644728, -20.048982, 8.138006], [-8.085468, -16.713339, 6.073470], [-7.681166, -15.338363, 6.175919], [-7.013468, -14.627870, 5.176874], [-6.557922, -15.244794, 4.099315], [-6.936657, -16.660693, 3.946117], [-7.526456, -17.404088, 4.899337], [-7.654409, -18.856453, 4.839915], [-6.740904, -19.683251, 4.701323], [-5.319289, -19.671970, 5.017284], [-4.501182, -20.836944, 5.297588], [-5.192930, -22.113050, 4.808674], [-6.447269, -22.135579, 4.456442], [-7.230080, -20.992735, 4.406764], [-9.053756, -21.005105, 3.953657], [-9.008506, -21.861477, 2.429656], [-8.717058, -23.104164, 2.052601], [-8.025660, -20.765557, 1.239866], [-9.751215, -22.295810, 4.934651], [-9.565564, -22.187563, 6.473931], [-11.448759, -22.672786, 4.592422], [-9.544939, -14.642184, 9.339513], [-8.259512, -15.425204, 8.915346], [-8.931489, -16.095930, 10.218593], [-10.616815, -15.708067, 7.414819], [-10.755957, -17.793174, 9.579250], [-11.685991, -18.035808, 8.497114], [-11.673645, -16.491181, 9.529381], [-8.363616, -18.011135, 9.191501], [-6.074543, -17.731404, 7.122977], [-5.581937, -18.182341, 8.998830], [-6.675607, -16.477294, 8.405755], [-8.491556, -19.826777, 7.583641], [-6.702403, -19.978568, 7.679644], [-7.487999, -20.423032, 9.214317], [-8.048692, -14.822797, 7.134445], [-6.630090, -13.638053, 5.385289], [-5.836647, -14.978024, 3.369305], [-6.597094, -16.907518, 2.982908], [-4.902074, -18.614579, 4.920997], [-3.444546, -21.076045, 5.770832], [-4.550082, -23.096686, 5.035666], [-6.931692, -23.097524, 4.587597], [-10.290592, -21.857703, 2.508464], [-7.323066, -23.348496, 2.370761], [-8.732042, -23.591412, 1.071815], [-9.056285, -23.834243, 2.444993], [-7.563949, -19.585909, 1.558862], [-8.630240, -19.971665, 0.586630], [-7.492268, -20.886824, 0.242963], [-9.055070, -23.335270, 4.840411], [-10.120295, -21.112130, 7.136178], [-8.533836, -22.391553, 6.444132], [-10.273001, -23.025673, 6.444534], [-11.985905, -23.836775, 4.905589], [-11.495132, -21.685551, 3.680474], [-12.036821, -22.230607, 5.698912], [-16.721642, -19.990676, 7.594784], [-15.288386, -20.063804, 8.114580], [-14.904193, -20.055828, 9.427390], [-13.605048, -20.199630, 9.817399], [-12.651371, -20.423929, 8.697879], [-10.929759, -20.806000, 9.519778], [-12.865530, -20.357285, 7.565745], [-14.319259, -20.253103, 7.102980], [-16.995216, -18.726816, 7.008581], [-17.329980, -19.825547, 8.478589], [-17.205954, -20.128905, 6.691444], [-15.732172, -19.941134, 10.285741], [-13.258212, -20.175785, 10.899185], [-14.725675, -20.265254, 6.121403], [-11.499715, -14.909410, 5.817155], [-10.763704, -14.039676, 5.476100], [-10.359893, -13.103109, 6.385300], [-9.525987, -11.853066, 6.109579], [-9.253668, -11.613981, 4.766597], [-9.299713, -12.810077, 3.902217], [-10.078084, -13.864559, 4.090580], [-10.367661, -13.150771, 7.408687], [-9.400168, -11.376913, 6.946403], [-8.722270, -10.815162, 4.437754], [-9.189324, -12.694944, 2.842129], [-10.703981, -14.555499, 3.593896], [-13.635482, -21.138721, 1.004741], [-13.701035, -19.709419, 1.674064], [-14.192916, -19.761875, 3.137383], [-12.339175, -19.082030, 1.749500], [-12.209622, -17.521089, 1.819094], [-11.986682, -16.999157, 0.641195], [-12.175488, -15.578232, 0.407376], [-12.394253, -14.802811, 1.510799], [-12.792757, -15.405684, 2.715736], [-12.778318, -16.872988, 3.000919], [-13.146357, -21.559723, 1.931090], [-12.886904, -21.163856, 0.380912], [-14.920158, -21.000399, 0.477934], [-13.706128, -20.353762, 3.837645], [-15.117551, -20.400472, 3.059834], [-13.971298, -18.656006, 3.607294], [-11.569011, -19.853612, 1.141142], [-11.998638, -19.462991, 2.643377], [-11.712529, -17.495121, -0.384787], [-12.243396, -15.283479, -0.830284], [-12.846831, -13.698831, 1.427932], [-13.247556, -14.689224, 3.454874], [-8.956670, -16.207471, 1.596182], [-8.836875, -17.480323, 2.042339], [-8.137368, -15.646108, 1.991901], [-9.685343, -15.915684, 2.247221], [-8.238231, -18.022005, 1.489344], [-9.526573, -17.786614, 2.614929]], "atomic_forces_ev_per_a": [[-0.051, -0.234, 0.182], [3.130, -0.132, -0.131], [-1.430, 1.976, 0.952], [2.857, -1.256, -3.820], [0.578, -0.812, 0.762], [-2.279, 0.500, -1.814], [2.205, 4.204, -1.243], [1.541, 3.920, 4.663], [2.131, 2.020, -2.579], [-2.614, -0.999, 1.882], [0.786, 1.668, 2.507], [-1.144, -4.980, -1.085], [2.051, 4.118, -0.744], [-0.948, -3.289, 2.216], [-3.602, 8.123, 0.730], [3.441, -5.447, -0.183], [2.676, 1.033, 0.245], [-2.550, -1.905, -2.356], [7.974, 0.387, 3.859], [-3.791, -0.229, 0.259], [-1.445, -0.569, -0.247], [2.104, 1.998, 0.981], [-3.252, 6.744, -2.850], [11.177, 0.004, -5.289], [-1.620, 5.838, -1.166], [-1.065, -4.509, 0.328], [-4.000, 2.732, -0.684], [0.306, 2.937, 3.512], [-1.434, 0.723, 0.540], [-0.248, -0.524, -0.605], [-1.660, -0.065, -0.981], [1.545, -1.725, 1.270], [2.208, -1.746, 2.984], [-1.695, 0.470, -1.125], [-2.668, 2.374, 1.631], [0.509, -0.913, 1.391], [-0.527, -0.589, 2.861], [-1.577, 1.102, -1.443], [1.301, -3.754, 0.179], [-1.766, -2.717, -1.228], [0.940, -1.136, -1.417], [-1.107, -0.523, -1.965], [0.759, -0.459, -1.809], [-0.359, 0.347, 0.248], [0.244, 1.165, -0.496], [0.308, -1.822, -0.727], [-0.125, -1.384, 0.991], [-2.196, 1.544, -1.225], [-1.712, 2.028, -0.585], [-0.218, -0.172, -0.925], [2.737, 0.454, -1.873], [-3.692, 0.644, -1.037], [0.013, 1.646, -1.007], [-5.049, -8.752, 6.641], [-0.317, -4.208, 0.699], [-1.110, -1.838, 1.258], [0.201, -1.912, 1.665], [-1.983, 2.279, -0.535], [2.119, -3.663, -2.540], [1.334, 0.014, 1.889], [0.630, -0.290, 2.669], [2.038, 3.141, -2.476], [-1.438, -3.709, 2.339], [1.778, -0.357, -3.469], [0.721, 5.668, 2.205], [-0.606, -0.894, -2.655], [-3.865, 0.597, 2.330], [2.618, -0.463, 0.821], [-0.718, 0.372, 11.257], [1.125, -0.073, 0.002], [-3.597, -0.030, -11.291], [1.862, 0.531, 2.459], [1.262, -1.756, 1.940], [-0.811, -0.583, -0.241], [-0.368, -2.745, -1.657], [1.728, -0.180, -2.000], [-0.519, -0.143, -1.779], [1.095, -0.180, -1.123], [-2.729, -3.631, -0.068], [5.244, 5.960, -0.286], [3.005, 2.929, -2.897], [-3.558, -6.185, -6.484], [0.285, -4.377, 2.028], [-1.770, 2.718, -0.610], [-3.300, -1.190, 5.184], [-1.411, -1.459, 2.311], [1.029, 3.437, 4.097], [1.369, 2.391, -0.959], [1.002, 0.326, -0.511], [0.574, -0.857, -1.941], [-6.129, 4.152, 5.098], [0.600, 0.649, 0.450], [-0.841, 1.763, -2.455], [1.412, -2.372, -1.194], [-2.243, -3.775, 2.641], [0.825, 4.157, -6.292], [0.708, -1.563, -3.277], [-3.270, 2.682, -0.303], [-0.027, -2.141, 1.538], [1.182, 2.905, -1.990], [-1.822, -1.786, -0.876], [3.302, 0.197, -4.338], [4.188, -1.968, 1.828], [2.364, -1.746, 0.895], [-0.279, 1.805, 0.430], [-1.878, -2.185, -1.521], [-1.627, 2.910, 0.300], [1.174, -0.429, 2.838], [-0.549, 0.070, 2.465], [0.506, -0.257, 3.955], [1.617, -2.093, -0.160], [0.600, -0.874, -0.439], [0.245, 3.443, 0.463], [2.699, -0.735, -0.864], [-0.924, -0.605, -0.389], [-0.401, 0.993, -0.813], [-0.127, -1.119, -0.398], [-1.918, -1.778, 1.593]], "lumo_energy_ev": [3.584, 3.577], "s_squared": 0.76, "total_charge": -2, "homo_lumo_gap_ha": [0.1244, 0.1883], "multiplicity": 2, "energy_ev": -146874.024, "relative_energy_ev": 36.1114}

***

{"formula": "BrFO2S", "method": "ωB97M-V/def2-TZVPD", "species": ["O", "O", "F", "S", "Br"], "coordinates": [[-1.990115, -0.948569, -0.720296], [-0.775677, 0.628341, 0.734850], [2.000339, 0.910676, -0.892455], [-1.774901, -0.402076, 0.601308], [2.540354, -0.188374, 0.276592]], "atomic_forces_ev_per_a": [[0.036, 0.308, 1.123], [-0.642, -0.586, 0.127], [-0.649, 1.311, -1.393], [0.593, 0.285, -1.247], [0.663, -1.319, 1.390]], "lumo_energy_ev": -1.291, "homo_lumo_gap_ha": 0.3528, "energy_ev": -87687.883, "relative_energy_ev": 1.4592}

***

{"formula": "C7H12", "method": "ωB97M-V/def2-TZVPD", "species": ["C", "C", "C", "C", "C", "C", "C", "H", "H", "H", "H", "H", "H", "H", "H", "H", "H", "H", "H"], "coordinates": [[1.192062, -1.222338, -1.387801], [0.174916, -0.101704, -1.494429], [0.140956, 0.772460, -0.267334], [0.796296, 1.932973, -0.199039], [0.131258, 0.194483, 2.157402], [-0.431876, 0.129130, 0.955924], [-1.789155, -0.478217, 0.773262], [2.198267, -0.919666, -1.086328], [0.902556, -1.910399, -0.587405], [1.305608, -1.811916, -2.289999], [-0.799295, -0.597403, -1.577666], [0.292969, 0.501878, -2.396749], [0.926195, 2.597606, -1.042895], [0.993450, 2.327172, 0.790497], [0.928512, 0.858182, 2.457560], [-0.387615, -0.341320, 2.946438], [-1.796748, -1.461505, 0.294508], [-2.490305, 0.145840, 0.219679], [-2.288051, -0.615256, 1.734376]], "atomic_forces_ev_per_a": [[0.636, -0.411, 0.828], [-1.222, 0.205, -0.359], [1.094, -0.396, 0.149], [-0.948, 0.205, 0.448], [-0.860, -0.100, 0.401], [0.389, 0.605, -0.334], [-0.643, -0.817, 0.397], [-0.082, 0.453, -0.188], [-0.165, -0.045, -0.094], [-0.233, 0.024, -0.293], [-0.003, 0.122, -0.275], [0.222, -0.004, 0.054], [0.737, -0.404, -0.215], [-0.265, 0.462, -0.091], [0.479, -0.384, -0.335], [0.129, 0.247, 0.224], [0.168, 0.066, -0.136], [0.326, 0.248, -0.303], [0.244, -0.074, 0.123]], "lumo_energy_ev": 1.069, "homo_lumo_gap_ha": 0.3576, "smiles": "C=C(C)C(=C)CC", "energy_ev": -7452.076, "relative_energy_ev": 1.3558}

***

{"formula": "C8H16N2O2", "method": "ωB97M-V/def2-TZVPD", "species": ["C", "C", "C", "C", "C", "C", "C", "C", "N", "N", "O", "O", "H", "H", "H", "H", "H", "H", "H", "H", "H", "H", "H", "H", "H", "H", "H", "H"], "coordinates": [[0.878815, -0.389310, 0.336894], [0.478936, 1.096733, 0.179878], [-1.441136, -0.245493, 0.122040], [0.879891, 1.625497, -1.153808], [1.094144, 1.903652, 1.374062], [-1.656011, -0.598912, -1.351484], [-2.739627, -0.675699, 0.758878], [2.555637, -1.918014, -0.408386], [-0.950989, 1.099179, 0.274744], [-0.173548, -1.123711, 0.462998], [-0.246261, -2.378032, 0.720860], [2.212009, -0.701381, 0.220360], [0.690766, 2.704656, -1.074020], [0.216010, 1.280724, -1.872560], [1.949375, 1.671791, -1.294746], [0.669649, 2.893962, 1.346287], [2.181003, 1.936381, 1.367146], [0.774607, 1.475691, 2.285431], [-0.904425, -0.083177, -1.929200], [-2.674764, -0.218264, -1.529758], [-1.802701, -1.645678, -1.457102], [-2.710575, -0.411479, 1.847780], [-2.754525, -1.707165, 0.804798], [-3.556801, -0.143491, 0.316573], [1.819543, -2.785553, -0.090177], [3.541684, -2.170368, 0.008499], [2.734005, -1.805317, -1.510100], [-1.064710, 1.312786, 1.244104]], "atomic_forces_ev_per_a": [[0.446, 1.292, -0.773], [2.247, -1.216, 0.771], [0.813, -1.664, -1.857], [1.093, 2.846, 1.584], [-0.268, -0.182, -1.627], [-1.283, 1.602, 0.659], [1.777, 2.623, 3.247], [-0.058, -2.502, 0.330], [-1.203, -0.206, 1.080], [-0.013, 0.045, 0.821], [-0.257, -0.064, -0.313], [-2.001, 0.620, 0.611], [-0.397, 0.033, -0.197], [-0.306, -0.762, -1.761], [0.296, -0.999, -0.610], [0.081, 0.605, -0.131], [-0.016, 0.024, -0.204], [-0.266, -0.711, 1.120], [-0.132, -0.627, -0.652], [0.566, 0.362, -0.700], [0.721, -1.027, -0.313], [-0.203, 0.079, -0.610], [-0.455, -2.237, -0.607], [-0.486, -0.173, -0.318], [1.302, 1.850, -1.036], [-0.290, -0.006, -0.090], [-0.753, -0.008, 0.846], [-0.955, 0.406, 0.730]], "lumo_energy_ev": 0.857, "homo_lumo_gap_ha": 0.3274, "smiles": "COC1=[N+]([O-])C(C)(C)NC1(C)C", "energy_ev": -15627.349, "relative_energy_ev": 1.1744}

***

{"formula": "C7H10BrNO", "method": "ωB97M-V/def2-TZVPD", "species": ["C", "C", "C", "C", "C", "C", "C", "N", "O", "Br", "H", "H", "H", "H", "H", "H", "H", "H", "H", "H"], "coordinates": [[1.362931, -2.025752, -0.042368], [0.495821, -2.079325, 0.988625], [1.396321, -1.003295, -1.100904], [-0.653498, -1.138072, 0.915339], [-0.278636, 0.167730, -0.001806], [0.550020, 2.379436, 0.272266], [-1.705286, 0.754224, -0.765478], [0.569855, -0.049564, -1.164607], [0.151355, 1.181094, 0.924220], [-2.845876, 1.438058, 0.530392], [2.180659, -2.720038, -0.092314], [0.575667, -2.744722, 1.851563], [2.116682, -1.075437, -1.874870], [-1.545752, -1.675251, 0.366124], [-0.865838, -0.692760, 1.799816], [-0.081275, 2.633611, -0.706838], [1.538780, 2.108987, -0.140967], [0.705850, 3.152210, 1.005509], [-2.347009, -0.103207, -1.225561], [-1.320773, 1.492075, -1.538140]], "atomic_forces_ev_per_a": [[0.807, -0.580, 1.018], [0.343, 0.706, -1.233], [-1.600, -0.670, 1.192], [0.093, 0.240, -4.922], [-3.610, -0.405, -0.249], [0.740, -0.880, -2.717], [2.039, -2.428, -0.870], [0.515, 1.379, 0.820], [-0.584, -1.024, -1.179], [-0.980, 1.028, 0.947], [0.312, -0.312, 0.159], [0.092, -0.077, -0.554], [0.635, -0.324, -0.788], [1.424, 1.041, 1.463], [-1.294, 0.849, 2.864], [1.034, -0.092, 2.614], [-0.136, 0.713, -0.058], [-0.558, 0.335, 0.111], [1.782, 1.463, 0.418], [-1.057, -0.962, 0.966]], "lumo_energy_ev": 0.093, "homo_lumo_gap_ha": 0.3475, "smiles": "CO[C@]1(CBr)CC=CC=N1", "energy_ev": -80998.422, "relative_energy_ev": 0.9685}